[1]
The following is a DFT calculation (ωB97M-V with the def2-TZVPD basis set) of a molecular structure, C27H29AsInNO3S5Sb.

As for the spin multiplicity: 2. The relative energy (zero: lowest compared OMol25 entry of this formula, charge and spin) is 24.7 kcal/mol. As for the charge: 0.

Each line ends with the natural charge from an NBO analysis.
Cartesian coordinates (Å):
In  -0.00582  0.97430  -0.16133  1.1232
S  2.03790  -0.13817  -4.18474  -0.8104
Sb  0.14140  -1.30561  -4.20750  0.9451
S  -0.84912  -1.08074  -1.84970  -0.3912
S  -1.68738  0.14008  -3.33047  -0.4241
O  -0.48968  4.37605  2.38367  -0.6450
C  -0.22193  3.31886  1.83625  0.7511
O  -0.25447  3.08093  0.57815  -0.8193
C  0.16102  2.13115  2.72783  0.1543
C  0.25841  2.30871  4.12273  -0.2216
C  0.59824  1.24238  4.89941  -0.1167
C  0.85831  -0.01484  4.30305  -0.0687
C  1.24089  -1.15949  5.04020  -0.2088
C  1.49798  -2.32871  4.38456  -0.1740
C  1.38876  -2.42239  2.98096  -0.3028
C  1.01141  -1.33063  2.24928  0.3813
C  0.73740  -0.09957  2.90427  0.0993
N  0.38203  0.97469  2.14963  -0.5019
H  0.05570  3.29191  4.52070  0.2569
H  0.67922  1.34003  5.97497  0.2224
H  1.33037  -1.08865  6.11587  0.2177
H  1.79660  -3.20689  4.94053  0.2218
H  1.60778  -3.35587  2.48060  0.2323
H  1.28918  -2.12178  0.48356  0.5071
C  -3.45481  4.14577  0.87677  -0.9784
As  -3.17974  2.83783  -0.50134  1.4959
C  -4.88790  2.59238  -1.35020  -0.9695
C  -2.10394  3.68620  -1.84814  -0.9708
S  -2.63147  0.93799  0.29832  -0.6390
H  -3.86260  5.05172  0.42869  0.2367
H  -2.50284  4.36289  1.36007  0.2890
H  -4.15988  3.73404  1.59769  0.2454
H  -5.26201  3.55319  -1.70109  0.2362
H  -5.57979  2.16002  -0.62966  0.2497
H  -4.76246  1.90597  -2.18584  0.2588
H  -2.66065  4.57270  -2.15607  0.2384
H  -1.97429  3.00916  -2.68817  0.2668
H  -1.14746  3.96783  -1.41962  0.2823
O  0.89584  -1.31023  0.89932  -0.7307
S  2.19295  -3.91062  -0.43517  0.1776
C  0.87177  -4.32340  -1.62748  -0.5674
C  0.80156  -5.79300  -1.93245  0.0488
C  0.16842  -6.65989  -1.04821  -0.2372
C  0.12623  -8.02070  -1.30316  -0.2057
C  0.71754  -8.53118  -2.45002  -0.2186
C  1.34556  -7.67307  -3.33979  -0.1926
C  1.38592  -6.31067  -3.08224  -0.2355
C  3.46594  -3.18215  -1.51283  -0.5636
C  3.98974  -4.13923  -2.54570  0.0405
C  3.92024  -3.80141  -3.89181  -0.2529
C  4.36401  -4.68893  -4.86449  -0.2091
C  4.88072  -5.92016  -4.49612  -0.2213
C  4.96697  -6.25619  -3.15009  -0.1934
C  4.52711  -5.37068  -2.18267  -0.2389
H  1.06200  -3.74236  -2.52980  0.2303
H  -0.06568  -3.96838  -1.19863  0.2421
H  -0.29590  -6.26535  -0.15196  0.2073
H  -0.37073  -8.68433  -0.60812  0.2126
H  0.68511  -9.59399  -2.65052  0.2127
H  1.80880  -8.06264  -4.23624  0.2133
H  1.88840  -5.64618  -3.77436  0.2220
H  4.24580  -2.86267  -0.81879  0.2386
H  3.06993  -2.28260  -1.99022  0.2482
H  3.54116  -2.82622  -4.17750  0.2391
H  4.30677  -4.41193  -5.90909  0.2183
H  5.22476  -6.61418  -5.25129  0.2142
H  5.37462  -7.21459  -2.85683  0.2137
H  4.57307  -5.64725  -1.13627  0.2177

***

[2]
The following is a DFT calculation (ωB97M-V with the def2-TZVPD basis set) of a molecular structure, C27H29BBrNO4Sr.

The relative energy (zero: lowest compared OMol25 entry of this formula, charge and spin) is 0.0 kcal/mol. As for the charge: +2.

Each line ends with the natural charge from an NBO analysis.
Cartesian coordinates (Å):
C  3.24077  3.27793  2.52180  -0.6359
C  2.98949  2.60905  1.20104  -0.0085
C  3.03685  3.32410  0.00974  -0.1897
C  2.87712  2.67984  -1.20610  -0.1904
C  2.63826  1.31658  -1.25219  -0.2259
C  2.53426  0.57894  -0.07379  -0.0690
C  2.30578  -0.92637  -0.10250  -0.4717
C  0.99566  -1.47185  -0.71712  0.2949
C  1.25422  -2.88190  -1.29924  -0.4478
C  1.25768  -2.92468  -2.81612  -0.3412
C  2.44758  -2.24417  -3.48935  -0.4690
Br  4.05929  -3.22369  -3.16440  0.0840
O  0.55716  -0.62828  -1.82065  -0.6075
C  -0.31174  0.33388  -1.38646  0.8572
O  -0.46889  1.33031  -2.03318  -0.5668
C  -1.11205  -0.21821  -0.22323  -0.5820
C  -1.54129  0.80760  0.84262  -0.4035
C  -2.72416  1.65684  0.42362  -0.0886
C  -2.57977  2.76254  -0.41390  -0.1469
C  -3.68474  3.51713  -0.78474  -0.2240
C  -4.94847  3.17786  -0.32760  -0.1977
C  -5.10308  2.09266  0.52121  -0.2129
C  -3.99739  1.34217  0.89780  -0.2152
B  -2.39460  -0.80135  -0.89977  1.2524
O  -2.40064  -0.67528  -2.36284  -1.0583
O  -3.35267  -1.46614  -0.24986  -0.8589
C  -0.27472  -1.50188  0.19554  -0.1453
C  -0.14053  -1.79313  1.66817  -0.1327
C  -0.55588  -3.01410  2.19285  -0.1567
C  -0.41216  -3.25479  3.55066  -0.2403
C  0.14849  -2.26219  4.34874  0.0616
N  0.53150  -1.08071  3.86627  -0.3924
C  0.37866  -0.86014  2.56791  0.0403
C  2.73325  1.24180  1.13740  -0.1701
H  2.81819  2.70141  3.34159  0.2225
H  4.31520  3.33505  2.70261  0.2379
H  2.84659  4.29010  2.53665  0.2298
H  3.23303  4.38774  0.01750  0.2247
H  2.94949  3.24159  -2.12620  0.2217
H  2.54090  0.82589  -2.20910  0.1931
H  2.37529  -1.30161  0.91741  0.2524
H  3.14216  -1.37669  -0.64023  0.2314
H  0.53635  -3.59788  -0.90148  0.2210
H  2.23409  -3.25666  -1.00516  0.2641
H  1.25044  -3.96781  -3.13813  0.2467
H  0.33449  -2.44683  -3.21555  0.0178
H  2.59536  -1.23463  -3.11935  0.2333
H  2.30429  -2.17913  -4.56710  0.2115
H  -1.82248  0.24381  1.73063  0.2454
H  -0.69492  1.43365  1.12480  0.2478
H  -1.59854  3.04770  -0.75844  0.2224
H  -3.55804  4.38306  -1.41852  0.2272
H  -5.80871  3.76913  -0.60564  0.2310
H  -6.07598  1.83288  0.91337  0.2290
H  -4.10504  0.51088  1.58345  0.2175
H  -3.30049  -0.59504  -2.70679  0.4988
H  -4.21066  -1.61917  -0.65888  0.5186
H  -0.84283  -2.37037  -0.15644  0.1950
H  -0.98652  -3.77675  1.55428  0.2091
H  -0.72583  -4.18776  3.99511  0.2385
H  0.28438  -2.42847  5.40880  0.2165
H  0.66662  0.11186  2.20726  0.1976
H  2.73565  0.69015  2.06725  0.2079
Sr  -1.53809  -1.48974  -4.32643  1.9487

***

[3]
The following is a DFT calculation (ωB97M-V with the def2-TZVPD basis set) of a molecular structure, C27H29BIrN8SSi.

As for the spin multiplicity: 5. The relative energy (zero: lowest compared OMol25 entry of this formula, charge and spin) is 12.9 kcal/mol. As for the charge: +1.

Each line ends with the natural charge from an NBO analysis.
Cartesian coordinates (Å):
Ir  -0.78192  0.67642  -0.25922  1.0195
C  -2.75129  -4.78561  0.39720  -0.6704
C  -3.01127  -3.38897  0.75247  0.3547
N  -4.24306  -3.07748  1.06598  -0.2271
N  -4.17796  -1.75603  1.30091  -0.3379
C  -2.92199  -1.28478  1.18536  0.2294
S  -2.36981  0.22708  1.64606  -0.0963
N  -2.18473  -2.31883  0.72128  -0.2170
N  -0.84577  -2.26513  0.41314  -0.6239
H  -3.67411  -5.34140  0.58897  0.2769
H  -1.82667  -5.18687  0.86036  0.2426
H  -2.45053  -4.89985  -0.66613  0.2395
H  -4.88097  -1.13769  1.68294  0.4463
H  -0.68825  -2.82505  -0.45631  0.3998
H  -0.34262  -2.65426  1.23981  0.4052
B  -3.98914  1.49701  -0.98355  0.1732
N  -3.40890  0.18117  -1.64844  -0.2651
C  -4.13411  -0.70448  -2.27405  0.0241
C  -3.28007  -1.75925  -2.72554  -0.3271
C  -2.04033  -1.41190  -2.27638  -0.0557
N  -2.09215  -0.17669  -1.66644  -0.4264
N  -2.95667  2.62699  -1.04520  -0.3042
C  -3.23170  3.91757  -1.10399  0.0479
C  -2.19151  4.67033  -0.60028  -0.3377
C  -1.24183  3.72287  -0.24314  -0.0031
N  -1.69095  2.53075  -0.56737  -0.4016
H  -4.82675  1.86019  -1.87199  -0.0222
H  -4.29084  1.29332  0.19029  -0.0342
H  -5.13318  -0.50420  -2.61023  0.2448
H  -3.56729  -2.60722  -3.33261  0.2471
H  -1.10574  -1.92990  -2.39620  0.2168
H  -4.12319  4.16635  -1.58183  0.2319
H  -2.16114  5.74973  -0.70928  0.2521
H  -0.22869  3.86040  0.18445  0.2383
C  2.55804  3.04033  3.83333  -0.1947
C  3.44857  3.02364  2.76930  -0.2020
C  3.05871  2.23907  1.65748  -0.1872
C  1.89058  1.48363  1.64622  -0.5045
C  0.94622  1.65157  2.64360  -0.2208
C  1.29578  2.46087  3.73590  -0.1993
Si  1.61497  0.36071  0.14978  1.2516
C  2.57862  0.93092  -1.33563  -0.5469
C  3.72045  0.24429  -1.80506  -0.1866
C  4.50604  0.82487  -2.77973  -0.2094
C  4.22395  2.07825  -3.26019  -0.1743
C  3.12154  2.74726  -2.76860  -0.2234
C  2.27607  2.17241  -1.86320  -0.1297
C  2.03278  -1.42247  0.64076  -0.5110
C  2.12935  -2.39481  -0.30818  -0.1843
C  2.56136  -3.67942  -0.01433  -0.2159
C  2.87248  -3.98008  1.32261  -0.2031
C  2.63878  -3.00435  2.29728  -0.2124
C  2.15700  -1.75698  1.97972  -0.2107
H  2.81618  3.71859  4.69059  0.2256
H  4.43764  3.46857  2.92322  0.2331
H  3.73792  2.08870  0.82405  0.2170
H  -0.06944  1.27611  2.59880  0.2201
H  0.60454  2.55370  4.54631  0.2183
H  4.01121  -0.69018  -1.29576  0.2214
H  5.45873  0.28459  -3.07320  0.2273
H  4.89312  2.55524  -3.94712  0.2260
H  2.91442  3.75934  -3.10694  0.2205
H  1.41379  2.71059  -1.54623  0.1968
H  2.03483  -2.24241  -1.35447  0.2061
H  2.73961  -4.38465  -0.79232  0.2200
H  3.33974  -4.89739  1.64644  0.2284
H  2.88656  -3.20912  3.34281  0.2261
H  1.99503  -0.97603  2.79169  0.2375

***

[4]
The following is a DFT calculation (ωB97M-V with the def2-TZVPD basis set) of a molecular structure, C27H29ClOPTc.

As for the spin multiplicity: 4. The value obtained for the total energy is -2003.5277 a.u. As for the charge: +1.

Each line ends with the natural charge from an NBO analysis.
Cartesian coordinates (Å):
C  -0.01036  3.98102  0.56839  -0.2219
C  0.76042  2.77730  0.42543  -0.2638
C  0.81003  2.44249  -0.97907  -0.2859
H  1.21204  2.21574  1.24543  0.2539
C  0.09048  3.44969  -1.70296  -0.2312
C  -0.44807  4.39071  -0.74993  -0.2592
H  -1.03504  5.27190  -0.99686  0.2685
H  -0.20969  4.52330  1.48723  0.2676
H  1.31191  1.57696  -1.40405  0.2487
H  -0.04287  3.51226  -2.77970  0.2697
Tc  -1.24869  2.45631  -0.34568  0.9070
Cl  -1.91149  1.44424  -2.27320  -0.4945
P  1.13351  -1.94256  -0.30711  1.3880
C  1.98337  -1.60235  -1.82090  -0.4856
C  3.34691  -1.86599  -2.05234  -0.1085
H  3.97148  -2.26085  -1.25217  0.2212
C  3.88135  -1.60815  -3.31461  -0.2295
H  4.93818  -1.81360  -3.50925  0.2376
C  3.07594  -1.07936  -4.33071  -0.1461
H  3.49071  -0.91122  -5.32443  0.2366
C  1.73715  -0.74456  -4.07736  -0.2053
H  1.11836  -0.28967  -4.85334  0.2435
C  1.19155  -0.98127  -2.82564  -0.1633
H  0.16819  -0.69252  -2.58863  0.2527
C  2.15576  -1.79654  1.12969  -0.4616
C  3.14791  -0.78364  1.15874  -0.1623
H  3.22771  -0.08479  0.32529  0.2322
C  4.00241  -0.69168  2.24794  -0.2104
H  4.78600  0.07068  2.25694  0.2401
C  3.85347  -1.56820  3.33292  -0.1351
H  4.54797  -1.51439  4.17101  0.2380
C  2.80450  -2.50020  3.35565  -0.2243
H  2.65251  -3.13362  4.23141  0.2406
C  1.94360  -2.61151  2.26802  -0.0905
H  1.10589  -3.31077  2.28208  0.2269
C  0.09602  -3.37829  -0.37390  -0.4651
C  0.45560  -4.59885  -0.97687  -0.1068
H  1.42304  -4.69843  -1.47617  0.2244
C  -0.43881  -5.66798  -0.91743  -0.2202
H  -0.17346  -6.62645  -1.36488  0.2382
C  -1.68456  -5.51455  -0.29223  -0.1482
H  -2.36754  -6.35997  -0.23223  0.2366
C  -2.06511  -4.27822  0.24589  -0.2047
H  -3.05085  -4.15270  0.70261  0.2403
C  -1.19066  -3.20745  0.19505  -0.1687
H  -1.46556  -2.22457  0.58122  0.2344
C  -4.31328  2.35757  2.41847  -0.6123
C  -3.43059  3.10940  1.42018  0.2307
C  -4.13973  3.21354  0.07198  -0.6459
C  -3.14849  4.50152  1.99603  -0.6228
O  -2.19409  2.40536  1.33846  -0.7264
H  -5.24195  2.91565  2.56464  0.2093
H  -3.79441  2.25961  3.37911  0.2162
H  -4.55312  1.36049  2.04367  0.2092
H  -5.01323  3.86785  0.18610  0.2324
H  -3.49670  3.63004  -0.72143  0.2023
H  -4.50918  2.22647  -0.23371  0.2277
H  -2.62843  4.38665  2.95671  0.2167
H  -2.52287  5.10808  1.32447  0.1920
H  -4.09514  5.04009  2.16601  0.2169